# 1
Density functional theory data (wB97M-V/def2-TZVPD) for an isolated molecule of C4H8O3.

Geometry as XYZ:
```
15
Properties=species:S:1:pos:R:3:forces:R:3
C -2.553161 -0.136523 -0.291663 -0.267 -0.055 0.246
O -1.308816 -0.641418 0.184641 -0.108 2.099 1.610
H 0.223835 -0.838024 -0.839059 3.175 1.128 0.781
H -2.433067 0.121820 -1.349193 -0.192 0.087 0.107
H -2.908812 0.725934 0.276751 0.231 0.029 -0.109
H -3.299090 -0.925287 -0.175557 0.213 -0.027 -0.123
C 2.125068 0.528405 -0.256631 0.165 0.027 -0.431
C 0.924613 -0.343689 0.018347 -0.817 -1.419 -0.994
O 1.269838 -1.489841 0.781526 -0.105 0.391 0.520
C -0.312638 0.392265 0.463326 -2.114 -0.422 -2.151
O -0.548905 1.574185 0.461760 0.194 -1.504 0.779
H 1.472501 -1.194963 1.684027 0.040 -0.195 -0.301
H 1.852717 1.483460 -0.713108 -0.018 -0.175 0.010
H 2.673732 0.746289 0.667025 -0.247 -0.048 -0.001
H 2.822184 -0.002612 -0.912192 -0.152 0.084 0.056
```
Forces are in eV/Å.

Results
Highest occupied orbital energy, eV: -10.3133
Structure (SMILES): COC(=O)[C@@H](C)O
Total charge: 0
Orbital gap, eV: 10.82

Atomic partial charges in e from the natural (NBO) method, atoms 1 to 6:
1. C -0.263
2. O -0.559
3. H 0.255
4. H 0.176
5. H 0.195
6. H 0.195

***

# 2
Density functional theory data (wB97M-V/def2-TZVPD) for a cluster of 3 separate species, CH4N2O3S in total.

Geometry as XYZ:
```
11
Properties=species:S:1:pos:R:3:forces:R:3
C -1.854493 0.779123 -0.648728 0.188 -1.019 -1.096
N -2.237533 1.483835 0.372498 0.754 2.471 2.694
N -0.785853 0.170121 -0.699200 1.141 -1.108 -1.554
O 1.499777 -2.827484 0.372129 -0.096 0.035 -0.047
O 2.120078 0.280575 1.259787 0.220 0.408 -0.326
O 2.191425 -0.198663 -1.192588 0.291 0.524 -0.183
S 1.576217 -0.339582 0.087731 -0.119 -1.292 0.852
H 2.362575 -3.090912 0.743090 -0.011 0.221 0.003
H -1.451565 1.959515 0.864736 -0.562 -0.866 -0.163
H -2.975964 2.137956 0.356632 -1.199 0.160 -0.597
H -0.444660 -0.354482 -1.516085 -0.607 0.465 0.416
```
Forces are in eV/Å.

Results
Highest occupied orbital energy (alpha / beta), eV: -10.4405 / -8.5525
Total charge: 0
Orbital gap (alpha / beta), eV: 9.27 / 6.17

Atomic partial charges in e from the natural (NBO) method, atoms 1 to 6:
1. C 0.472
2. N -0.819
3. N -0.758
4. O -0.559
5. O -0.858
6. O -0.863

***

# 3
Density functional theory data (wB97M-V/def2-TZVPD) for a structure of composition C8H16Br6O2Sr3.

Geometry as XYZ:
```
35
Properties=species:S:1:pos:R:3:forces:R:3
Sr -17.655182 -1.172715 14.085161 -6.178 0.371 2.554
Sr -16.401063 1.751942 14.306615 0.117 9.933 2.409
Sr -16.873316 -0.891746 16.916650 -2.711 5.180 11.237
O -16.123570 0.115941 13.439960 2.539 -4.136 -2.588
C -15.054382 -0.787028 13.800689 -0.135 -1.232 0.628
C -15.174529 -1.496424 15.195122 1.107 0.091 0.147
O -16.408397 -2.056553 15.606197 3.228 -5.881 -5.896
H -14.112264 -0.275145 13.604494 0.094 -0.309 0.648
H -15.131195 -1.597653 13.076064 0.627 0.395 1.921
H -14.816649 -0.868554 16.011088 0.480 1.082 0.477
H -14.437800 -2.293049 15.298612 -0.141 0.380 -0.081
Br -13.653841 -1.783177 9.413691 -1.702 0.609 -0.961
C -15.408253 -2.456105 10.057947 -0.669 -1.542 -1.256
C -15.917808 -1.694209 11.215157 1.993 1.127 -0.359
Br -17.630056 -2.339502 12.067890 0.224 -3.784 -6.727
H -15.234986 -3.506235 10.293151 0.174 0.077 0.191
H -16.172226 -2.475055 9.280713 0.515 0.327 -0.551
H -15.967185 -0.626465 11.001657 -0.902 -0.072 -0.096
H -15.177296 -1.789829 12.009254 -0.669 -0.740 -2.160
Br -12.938598 -2.684998 11.967737 -1.229 -2.375 0.477
C -13.368089 -3.645610 13.683843 -1.064 -1.918 -0.145
C -14.371688 -4.820643 13.444662 0.711 0.938 1.043
Br -14.617193 -5.790574 15.223537 0.109 1.024 -1.474
H -13.800003 -2.893877 14.344479 0.682 -0.902 -1.038
H -12.504106 -4.049111 14.211872 0.155 0.026 -0.560
H -13.983901 -5.523055 12.706874 -0.199 -0.056 0.221
H -15.328612 -4.386830 13.154472 -0.198 -0.515 -0.055
Br -9.534322 -2.021504 14.655216 -0.319 -0.198 0.115
C -11.407644 -1.878253 14.215762 0.312 -0.321 -0.281
C -11.638303 -0.546596 13.531428 0.885 -0.016 0.832
Br -11.301390 0.777062 14.900533 -0.454 0.840 -0.011
H -12.030269 -2.126344 15.075346 0.341 0.627 0.374
H -11.666818 -2.640913 13.481421 1.894 0.610 1.085
H -12.611122 -0.308850 13.101081 0.530 -0.302 -0.007
H -10.868039 -0.524466 12.760524 -0.148 0.664 -0.112
```
Forces are in eV/Å.

Results
Highest occupied orbital energy, eV: -18.7750
Total charge: +4
Orbital gap, eV: 2.13

Atomic partial charges in e from the Mulliken method, atoms 1 to 6:
1. Sr 1.830
2. Sr 2.064
3. Sr 1.825
4. O -1.834
5. C -1.346
6. C 0.194

***

# 4
Density functional theory data (wB97M-V/def2-TZVPD) for an isolated molecule of C22H27N5O5.

Geometry as XYZ:
```
59
Properties=species:S:1:pos:R:3:forces:R:3
C -3.582441 -3.715888 1.132951 -0.173 -0.054 -0.116
C -4.670716 -3.414963 0.110231 0.202 0.114 -0.040
C -4.180738 -2.480324 -0.996339 -0.438 -0.367 -0.038
N -3.766687 -1.191756 -0.470797 -0.099 -0.033 -0.045
C -2.451319 -0.917517 -0.250959 0.911 1.126 0.412
N -1.399928 -1.712920 -0.526193 -0.244 -0.354 -0.137
C -0.327943 -1.033113 -0.139400 -0.391 0.315 0.180
N -0.646658 0.179249 0.381044 -0.204 -0.576 -0.050
C -2.018145 0.281389 0.302759 -0.447 -0.714 -0.279
C -2.925405 1.323215 0.672151 0.124 -0.208 -0.063
O -2.677925 2.411140 1.156598 0.014 0.238 0.080
N -4.232772 0.932796 0.392586 -0.230 0.328 0.130
C -4.715637 -0.252333 -0.142532 0.112 0.015 -0.050
O -5.900435 -0.425775 -0.312883 -0.366 -0.084 -0.035
H -4.953422 1.608852 0.620716 0.120 -0.138 -0.047
C 0.198072 1.298863 0.701528 0.478 0.670 -0.161
H 1.106119 0.968738 1.202498 -0.117 0.039 -0.008
H -0.365659 1.952374 1.369031 0.115 -0.132 -0.024
C 0.574215 2.076042 -0.571679 -0.062 -0.067 0.236
N 1.166068 3.344848 -0.204779 0.028 -0.089 -0.082
C 2.171113 3.824244 -1.136213 0.172 0.276 0.153
C 2.820431 5.076925 -0.543794 0.172 -0.308 -0.243
H 3.549492 5.499154 -1.237722 0.005 -0.072 0.058
O 1.871507 6.086387 -0.303082 -0.038 0.146 -0.091
C 0.864367 5.622172 0.567901 -0.344 -0.141 0.048
C 0.169755 4.385545 0.002123 0.173 0.289 0.218
H -0.591289 4.035682 0.699829 -0.067 0.012 -0.011
H -0.324105 4.652906 -0.948929 -0.015 -0.042 0.054
H 0.157504 6.444678 0.684242 0.009 -0.073 0.053
H 1.303778 5.372824 1.545120 -0.066 0.031 -0.043
H 3.322647 4.804233 0.396908 0.001 0.009 -0.086
H 2.931130 3.051885 -1.272937 0.004 0.023 -0.039
H 1.733938 4.074406 -2.119115 0.039 -0.037 0.024
H 1.296795 1.487299 -1.143948 -0.044 0.022 -0.012
H -0.327257 2.206191 -1.193919 0.057 -0.048 -0.007
C 1.020940 -1.564917 -0.281351 0.490 -0.065 -0.003
C 1.958586 -1.475462 0.740477 0.099 -0.117 -0.132
C 3.230575 -2.004513 0.577770 0.087 0.024 -0.117
C 3.565352 -2.660954 -0.612012 -0.087 -0.007 0.117
C 2.623883 -2.747595 -1.631531 0.177 0.005 0.174
C 1.366455 -2.207303 -1.470570 -0.032 0.083 0.085
H 0.632978 -2.283197 -2.256371 -0.080 -0.019 -0.098
H 2.903920 -3.255571 -2.540218 0.032 -0.072 -0.119
O 4.789889 -3.240635 -0.801379 -0.293 0.168 -0.269
C 5.522812 -3.406413 0.393198 0.150 0.166 0.556
C 5.457221 -2.131969 1.232666 0.398 -0.274 -0.328
H 6.023818 -2.236281 2.158795 0.002 -0.002 -0.113
O 4.123709 -1.862936 1.607128 -0.409 -0.034 0.001
H 5.857350 -1.292567 0.647457 -0.029 -0.069 0.092
H 6.547576 -3.636311 0.098962 -0.075 0.017 0.082
H 5.107684 -4.242637 0.972034 0.067 0.060 -0.078
H 1.720533 -1.031502 1.693660 -0.035 0.086 0.113
H -3.310476 -2.905134 -1.498246 -0.112 0.029 -0.037
H -4.987370 -2.303361 -1.711895 0.177 -0.014 0.005
H -5.002533 -4.342538 -0.358912 -0.080 -0.005 -0.028
H -5.531688 -2.957922 0.600743 -0.068 -0.050 -0.071
H -3.932973 -4.452418 1.851765 0.021 -0.043 0.112
H -2.693237 -4.101866 0.639894 0.128 -0.049 0.021
H -3.303370 -2.816667 1.677774 0.080 0.066 0.097
```
Forces are in eV/Å.

Results
Highest occupied orbital energy, eV: -8.1161
Structure (SMILES): CCCn1c(=O)[nH]c(=O)c2c1nc(-c1ccc3c(c1)OCCO3)n2CCN1CCOCC1
Total charge: 0
Orbital gap, eV: 8.55

Atomic partial charges in e from the natural (NBO) method, atoms 1 to 6:
1. C -0.612
2. C -0.404
3. C -0.214
4. N -0.424
5. C 0.368
6. N -0.500

***

# 5
Density functional theory data (wB97M-V/def2-TZVPD) for a cluster of 2 separate species, C4H10NO3 in total.

Geometry as XYZ:
```
18
Properties=species:S:1:pos:R:3:forces:R:3
O -1.037962 -0.038133 2.146208 0.323 0.687 0.250
C -0.394878 0.397401 1.222769 -1.088 -1.777 -0.258
C 0.027225 -0.669370 0.182591 1.185 1.525 -0.752
C -0.901689 -0.817249 -1.011509 -0.094 -0.655 0.430
C -0.891445 0.421720 -1.865900 -0.604 0.173 -0.070
O -0.093073 1.309442 -1.758957 0.222 -0.019 0.211
N 0.281721 -1.921302 0.939728 -0.125 -0.343 -0.350
H -0.133740 1.431220 1.030646 0.035 0.347 0.096
H 0.967687 -0.300337 -0.235148 0.230 -0.382 0.246
H -0.621404 -1.635606 -1.678076 0.562 -0.096 -0.102
H -1.894367 -1.147969 -0.735638 -0.614 0.490 0.211
H -1.697766 0.471341 -2.606183 -0.057 -0.035 -0.250
H 1.124260 -1.820794 1.507454 -0.006 -0.045 0.088
H -0.503572 -2.124438 1.566234 -0.102 0.172 0.162
H 0.411803 -2.710342 0.304963 0.059 -0.053 0.065
H 2.993926 1.891500 0.321333 0.087 0.053 0.039
H 1.833939 1.962560 -0.682066 0.006 -0.066 0.038
O 2.151877 1.486558 0.096682 -0.017 0.023 -0.054
```
Forces are in eV/Å.

Results
Highest occupied orbital energy, eV: -14.3588
Total charge: +1
Orbital gap, eV: 10.69

Atomic partial charges in e from the natural (NBO) method, atoms 1 to 6:
1. O -0.504
2. C 0.433
3. C -0.186
4. C -0.542
5. C 0.457
6. O -0.516

***

# 6
Density functional theory data (wB97M-V/def2-TZVPD) for an isolated molecule of C8H6.

Geometry as XYZ:
```
14
Properties=species:S:1:pos:R:3:forces:R:3
C 0.713720 -0.232494 1.740221 1.088 0.930 -0.106
C -0.098401 -0.194990 0.663106 0.855 0.538 2.888
C -1.445922 -0.634695 0.685827 -0.471 -0.539 -0.259
C -2.562256 -1.074761 0.613754 1.652 0.481 0.221
C 0.392948 0.534262 -0.492421 0.746 1.316 -0.193
C 0.675991 1.849956 -0.343764 -0.125 -0.358 -2.380
C 0.593607 -0.350750 -1.568630 -0.420 2.041 0.604
C 0.629698 -1.116299 -2.461735 0.719 -1.644 -2.817
H 1.760884 0.195354 1.727413 -1.343 -0.567 -0.544
H 0.455362 -0.493874 2.745694 -0.643 -0.675 0.155
H -3.382987 -1.695873 0.638868 -1.487 -0.548 -0.069
H 0.942924 2.585409 -1.172582 -0.094 -1.446 1.163
H 0.495014 2.238432 0.621497 -0.189 0.602 0.766
H 0.829416 -1.609676 -3.397249 -0.286 -0.130 0.574
```
Forces are in eV/Å.

Results
Highest occupied orbital energy, eV: -9.2385
Structure (SMILES): C#CC(=C)C(=C)C#C
Total charge: 0
Orbital gap, eV: 9.86

Atomic partial charges in e from the natural (NBO) method, atoms 1 to 6:
1. C -0.314
2. C -0.121
3. C -0.027
4. C -0.183
5. C -0.107
6. C -0.319

***

Calculated strongest force on any atom in order - 3.459 3.732 12.667 1.506 2.099 3.340 eV/Å
Calculated ΔE to the lowest compared entry with this formula, charge and spin in order - 228.9 483.2 1448.1 228.7 125.7 168.2 kJ/mol